# C5H10O

C5H10O as an isolated structure at a distorted geometry (ωB97M-V/def2-TZVPD, OMol25).

For the LUMO energy, the calculation gives 1.17 eV. As for the frontier orbital gap: 10.60 eV. The total energy is -271.6569 hartree. The calculation puts the energy above the lowest of the compared OMol25 structures with the same formula, charge and spin at 60.0 kcal per mole. The largest force on an atom comes out at 3.04 eV Å⁻¹. Its charge is 0.

The geometry in XYZ format:
```
16
Properties=species:S:1:pos:R:3:forces:R:3
O -1.7628 0.3634 -0.6839 -0.438 0.472 1.205
H -1.9157 0.6940 1.3399 0.042 -0.254 0.595
C -1.4563 -1.0359 -0.4305 -0.223 -0.198 0.037
C -0.2808 -0.6186 0.4327 -0.118 0.000 -0.054
C 1.9402 0.6296 0.0850 -0.142 0.107 -0.146
H 0.0409 -1.2720 1.2546 0.123 0.362 -0.223
H 2.5381 1.1980 -0.6335 -0.117 -0.030 0.043
H 1.0598 -0.7845 -1.3053 0.178 -0.295 0.184
C -1.0837 0.6627 0.6516 -0.797 0.062 -0.434
H -1.2232 -1.6635 -1.3038 -0.217 0.489 -0.034
C 0.7211 -0.0416 -0.5812 -0.161 -0.099 -0.435
H 2.6230 -0.1050 0.5473 -0.387 0.053 -0.277
H -0.1149 0.5397 -1.1606 3.017 -0.047 0.400
H -2.3000 -1.4557 0.1205 0.075 -0.257 0.059
H -0.4537 1.5701 0.7702 -0.745 -0.277 -0.668
H 1.6680 1.3193 0.8970 -0.091 -0.088 -0.252
```
Forces are in eV/Å.